Computed, not measured: a structure of composition C57H65BN5O2PS3V in a non-equilibrium geometry, with the ωB97M-V functional and the def2-TZVPD basis.

Output
E_LUMO (alpha / beta) = -5.9 / -5.8 eV
HOMO (alpha / beta) = -12.21 / -12.26 eV
gap between HOMO and LUMO (alpha / beta) = 6.29 / 6.44 eV

The geometry in ORCA input format:
```
! wB97M-V def2-TZVPD RIJCOSX def2/J DEFGRID3
* xyz 2 2
C -2.215 1.539 -5.058
C -1.791 -0.992 5.498
C -2.865 -2.218 -2.235
P 1.948 -3.403 -0.487
S 1.928 3.047 -2.943
H -4.244 2.398 3.459
H -2.085 6.614 -1.749
C 3.222 -0.193 2.285
H 3.110 -0.641 -5.617
H -3.571 -4.311 1.769
H 3.772 -4.455 -1.602
H 0.030 2.659 3.812
C -2.094 2.269 3.657
H -3.629 -2.122 -0.230
H 1.067 -5.178 -1.812
H -2.149 2.656 4.673
C -2.001 -0.219 2.801
H 0.925 -1.255 5.118
H 4.091 -2.725 -1.352
C -0.770 2.773 3.075
C 3.548 0.023 -3.619
H 3.991 4.252 -0.249
C 1.481 -0.982 -4.258
C 1.816 3.817 1.113
N 3.334 0.133 -0.027
C -1.733 2.049 -2.693
C -2.248 -2.541 -4.550
H 4.865 -0.418 3.629
C -1.783 -1.245 -4.584
C -3.306 -3.643 2.589
H -0.448 -3.788 3.023
H -1.410 -0.857 -5.523
N -2.079 0.076 1.366
H 0.829 -1.470 -4.972
C -0.013 4.033 -0.557
C -1.629 5.736 -1.312
C 5.284 0.783 1.150
H -1.828 -2.996 4.765
H 5.561 1.440 -2.164
C 1.043 -0.802 -2.958
O 0.980 1.816 -0.035
C 3.041 0.177 -2.349
H -2.472 -4.259 -0.200
C 4.246 3.979 -2.432
C 3.792 -0.483 3.503
H 3.398 -3.941 1.318
N -2.167 -0.258 -0.932
C 3.881 0.530 -1.186
C 4.008 0.252 1.118
H 4.570 0.309 -3.833
C -3.431 0.113 -0.436
H -3.034 -4.269 3.442
H -4.198 -4.533 0.019
H -1.892 1.049 -5.975
C 5.142 1.090 -1.231
H -0.088 -2.940 1.502
C -3.390 0.283 0.886
H -5.460 -1.655 -1.903
C 3.485 3.519 -3.462
C 2.741 -0.533 -4.606
C 1.253 3.282 -0.198
H -2.222 -3.162 -5.438
C -2.022 0.760 3.818
C 5.846 1.214 -0.042
C -1.863 -1.944 4.503
H -1.034 -4.448 1.497
C 1.119 -0.678 3.077
C -1.820 -0.395 -3.472
H -2.775 2.018 -2.371
H -0.827 3.827 2.796
C -3.438 -4.189 -0.685
H -1.686 -1.279 6.538
C -1.289 3.729 -0.220
H -3.412 2.614 1.924
C 3.560 3.920 -1.185
H -1.556 2.811 0.286
C 2.973 -0.868 4.559
H -3.351 -3.953 -3.393
S 1.812 5.503 1.466
H 0.067 -1.148 -2.650
C -5.209 -2.654 -1.539
H 5.251 4.367 -2.551
H 3.741 3.466 -4.512
H -3.385 3.899 3.123
N 1.776 -0.186 -2.030
H -4.193 -3.067 2.863
C 2.484 -4.381 0.914
C 2.296 3.422 -1.296
H 2.687 -5.407 0.603
H 2.850 6.111 3.578
H 1.712 -4.380 1.684
C 2.615 5.260 2.954
H -1.106 1.851 -1.838
H -2.051 2.611 -5.190
C -1.894 0.339 5.144
H -5.431 -3.366 -2.338
C -0.848 -3.516 2.040
H 2.999 -3.259 -2.655
S 0.059 5.516 -1.436
C 3.332 -3.456 -1.637
H -1.892 1.093 5.923
H -3.452 -4.880 -1.530
C -1.997 -1.582 3.165
C -2.227 4.705 -0.657
C -2.223 -0.947 -2.232
H -5.864 -2.881 -0.694
H -4.288 0.181 -1.089
C -2.150 -2.720 2.176
V 1.196 0.207 0.006
C 0.648 -4.309 -1.298
B -1.217 -0.191 0.197
H 3.400 -1.091 5.529
C 2.857 3.945 3.190
H -0.069 -4.650 -0.557
H 5.824 0.877 2.081
H 3.337 3.571 4.086
H 6.837 1.649 -0.045
H -4.211 0.458 1.564
H 2.453 2.052 2.142
C -1.462 1.059 -3.801
N 1.888 -0.293 2.060
C 2.394 3.122 2.125
H -0.391 1.105 -4.025
H -1.526 3.064 -3.043
C -3.353 2.816 2.984
H -3.290 1.370 -4.946
H 0.145 -3.663 -2.021
H -0.488 2.195 2.196
H -2.385 -2.301 1.203
H 0.068 -0.760 2.880
C -2.851 -2.990 -3.391
C -3.739 -2.752 -1.104
H -3.295 4.640 -0.488
O 1.574 -2.011 -0.053
C 1.616 -0.965 4.339
*
```

Here are the Löwdin charges for atoms 1 to 5, given in e:
1. C -0.046
2. C -0.064
3. C -0.110
4. P 0.587
5. S 1.081